[1]
Molecular formula: C19H23N2
Method: DFT, ωB97M-V with the def2-TZVPD basis set

## Properties
HOMO: -10.95 eV
electronic energy: -23048.65881 eV
gap between HOMO and LUMO: 0.23679 hartree
net charge: +1
relative energy (zero: lowest compared OMol25 entry of this formula, charge and spin): 41.26 kcal/mol
F_max: 0.06350 Eh/bohr

Atoms and positions in Å:
C: -1.87715 1.52574 1.93931
N: -0.72175 0.69450 2.21912
C: 0.32587 0.47305 1.34109
C: 0.29596 0.60989 -0.10376
N: 1.22086 -0.27862 2.08454
C: 2.53437 -0.69075 1.63187
C: 0.67972 -0.64866 3.31638
C: -0.56010 -0.02633 3.40283
C: -1.42563 -0.26517 4.47169
C: -0.99196 -1.15937 5.46336
C: 0.25940 -1.78829 5.37502
C: 1.11878 -1.54336 4.29265
H: -2.61887 1.36807 2.72648
H: -1.59076 2.58583 1.92889
H: -2.31797 1.26665 0.97193
H: 1.35227 0.74212 -0.43469
H: -0.27194 1.54380 -0.32724
H: 2.93254 -1.42129 2.33927
H: 2.47943 -1.14469 0.63858
H: 3.21245 0.17137 1.59239
H: -2.40374 0.23063 4.51262
H: -1.64419 -1.38540 6.32953
H: 0.55982 -2.49380 6.17422
H: 2.09629 -2.03128 4.19637
C: -1.74782 -0.47381 -1.60075
C: -0.32416 -0.38294 -2.06004
C: 0.49174 -1.61613 -1.75344
C: -0.05488 0.32815 -3.29939
C: 1.27371 0.41766 -3.82205
C: 1.54911 1.18172 -4.95331
C: 0.52891 1.85156 -5.62996
C: -0.77708 1.76551 -5.15354
C: -1.07807 1.02237 -4.01902
H: -2.22223 0.51458 -1.66818
H: -2.38654 -1.17384 -2.17519
H: -1.75999 -0.80211 -0.55168
H: 1.53743 -1.51823 -2.09258
H: 0.47935 -1.76851 -0.65931
H: 0.10288 -2.55490 -2.21927
H: 2.08835 -0.10024 -3.30324
H: 2.57825 1.24715 -5.29398
H: 0.76819 2.48455 -6.47749
H: -1.57663 2.28611 -5.66593
H: -2.11422 0.95670 -3.68408

=====

[2]
Molecular formula: C42H42GaN5O7P2S
Method: DFT, ωB97M-V with the def2-TZVPD basis set

## Properties
HOMO: -12.71 eV
electronic energy: -147799.39652 eV
gap between HOMO and LUMO: 0.29317 hartree
net charge: +2
relative energy (zero: lowest compared OMol25 entry of this formula, charge and spin): 0.00 kcal/mol
F_max: 0.00778 Eh/bohr

Atoms and positions in Å:
Ga: 0.85736 1.43382 -0.79928
O: 2.55978 1.41300 -1.45972
C: 3.47550 2.38472 -1.51590
C: 4.80811 2.01151 -1.70879
C: 5.80868 2.96007 -1.74668
C: 5.50741 4.31273 -1.59249
C: 4.19680 4.69457 -1.42440
C: 3.16132 3.74874 -1.39847
C: 1.77635 4.17759 -1.30343
N: 0.70654 3.41353 -1.06334
C: -0.41071 4.23429 -1.08817
C: -0.01321 5.50028 -1.33784
N: 1.35563 5.44425 -1.47635
H: 5.02885 0.95792 -1.82802
H: 6.83496 2.64859 -1.89509
H: 6.29309 5.05551 -1.60729
H: 3.97238 5.74765 -1.29463
H: -1.39996 3.84478 -0.93797
H: -0.57382 6.41401 -1.43324
H: 1.94756 6.22621 -1.69838
O: -1.10637 1.41204 -0.95033
P: -2.20267 0.43999 -1.38644
C: -1.53259 -0.63382 -2.69155
P: -0.01144 -1.44677 -2.10315
O: 0.78743 -0.46964 -1.25430
C: -0.46512 -2.89630 -1.17077
C: -1.19036 -3.91001 -1.80174
C: -1.50836 -5.05958 -1.10223
C: -1.09146 -5.20527 0.21736
C: -0.36228 -4.20080 0.83597
C: -0.04578 -3.04055 0.14442
C: 0.90635 -1.94723 -3.54681
C: 0.27722 -2.28875 -4.74271
C: 1.03753 -2.74401 -5.80820
C: 2.41521 -2.85585 -5.67828
C: 3.04258 -2.50952 -4.48825
C: 2.29122 -2.05522 -3.41726
C: -2.77362 -0.55412 -0.01869
C: -3.95138 -1.29165 -0.16243
C: -4.41761 -2.04485 0.90131
C: -3.72834 -2.04391 2.10958
C: -2.56391 -1.30402 2.25579
C: -2.08219 -0.56296 1.18816
C: -3.59506 1.31944 -2.06948
C: -4.07570 2.41238 -1.34578
C: -5.19118 3.09728 -1.79548
C: -5.83292 2.68729 -2.95831
C: -5.36478 1.59295 -3.67153
C: -4.24482 0.90416 -3.23001
H: -1.28004 0.00246 -3.54318
H: -2.27025 -1.38181 -2.98942
H: -1.48851 -3.80925 -2.84058
H: -2.07211 -5.84793 -1.58374
H: -1.33284 -6.11223 0.75670
H: -0.03197 -4.30486 1.86137
H: 0.51522 -2.25646 0.63633
H: -0.79762 -2.19805 -4.85345
H: 0.55664 -3.00649 -6.74091
H: 3.00464 -3.21180 -6.51338
H: 4.11742 -2.59230 -4.39715
H: 2.76617 -1.76881 -2.48643
H: -4.50938 -1.26294 -1.09246
H: -5.32860 -2.61921 0.79431
H: -4.11206 -2.62082 2.94147
H: -2.02437 -1.29457 3.19487
H: -1.16249 -0.00500 1.29349
H: -3.58559 2.70992 -0.42524
H: -5.56758 3.94397 -1.23651
H: -6.70419 3.22386 -3.31122
H: -5.87126 1.27285 -4.57252
H: -3.88082 0.05795 -3.80050
C: -0.90822 -3.14493 5.89579
C: 0.54196 -2.84174 5.53485
S: 0.62506 -1.33473 4.57547
O: -0.22870 -0.32865 5.15426
O: 0.42874 -1.65759 3.17482
C: 2.33157 -0.78345 4.76981
C: 2.50047 0.69652 4.39884
N: 1.70331 1.15197 3.24839
C: 1.95201 0.84629 1.96520
N: 1.00780 1.38072 1.18833
C: 0.13359 2.06400 1.99604
C: 0.56387 1.94242 3.26649
N: -0.09276 2.51547 4.42230
O: 0.54683 2.66059 5.44387
O: -1.24302 2.85026 4.24243
C: 3.04862 -0.03917 1.50191
H: -0.94737 -4.02517 6.53324
H: -1.50496 -3.34070 5.00470
H: -1.35019 -2.30630 6.43072
H: 0.99494 -3.60803 4.90665
H: 1.15255 -2.68113 6.42556
H: 2.94966 -1.45834 4.17850
H: 2.57192 -0.90123 5.82651
H: 3.54380 0.90320 4.17141
H: 2.20592 1.30717 5.23917
H: -0.71259 2.61010 1.61658
H: 3.99404 0.19338 1.99103
H: 3.16475 0.05799 0.42490
H: 2.77387 -1.07185 1.73096

=====

[3]
Molecular formula: HO2PS
Method: DFT, ωB97M-V with the def2-TZVPD basis set

## Properties
HOMO: -9.54 eV
electronic energy: -24234.82295 eV
gap between HOMO and LUMO: 0.33532 hartree
SMILES: O=POS
net charge: 0
relative energy (zero: lowest compared OMol25 entry of this formula, charge and spin): 9.07 kcal/mol
F_max: 0.05043 Eh/bohr

Atoms and positions in Å:
O: -2.22060 0.64397 0.27316
P: -1.46264 -0.23021 -0.63064
O: 0.19091 -0.08300 -0.37242
S: 1.41446 0.26984 0.69642
H: 2.07787 -0.60060 0.03348

=====

[4]
Molecular formula: C5H8O2S
Method: DFT, ωB97M-V with the def2-TZVPD basis set

## Properties
HOMO: -9.66 eV
electronic energy: -20240.48939 eV
gap between HOMO and LUMO: 0.35444 hartree
SMILES: C/C(=C\CO)SC=O
net charge: 0
relative energy (zero: lowest compared OMol25 entry of this formula, charge and spin): 102.36 kcal/mol
F_max: 0.16884 Eh/bohr

Atoms and positions in Å:
C: -1.56855 -0.65808 0.96979
C: -0.36495 -0.58022 -0.18993
C: 0.34683 0.44622 -0.38195
C: 0.39508 1.71977 0.46275
O: 0.28804 2.72775 -0.39651
S: -0.38266 -2.05082 -1.29821
C: 1.33192 -2.23106 -1.10217
O: 2.28732 -2.47284 -2.04621
H: -2.31483 -1.50924 0.58982
H: -1.08917 -0.97412 2.05246
H: -1.97249 0.43701 1.29666
H: 0.89397 0.50396 -1.21975
H: 1.35457 1.85131 1.08940
H: -0.28382 1.69682 1.39711
H: -0.57927 2.66202 -0.94118
H: 1.65801 -1.56847 -0.28207

=====

[5]
Molecular formula: C2H3FN
Method: DFT, ωB97M-V with the def2-TZVPD basis set

## Properties
HOMO: -19.05 eV
electronic energy: -6317.53202 eV
gap between HOMO and LUMO: 0.47281 hartree
SMILES: CC#[N+]F
net charge: +1
relative energy (zero: lowest compared OMol25 entry of this formula, charge and spin): 66.73 kcal/mol
F_max: 0.07832 Eh/bohr

Atoms and positions in Å:
C: 0.05825 0.20565 0.00938
C: -0.02429 1.58856 0.05918
N: 0.30189 2.68541 0.24298
F: 0.34327 3.96586 0.17131
H: 0.44069 -0.43710 0.85447
H: 0.47449 0.00640 -0.91342
H: -0.87735 -0.16913 -0.23448

=====

[6]
Molecular formula: C4H8ClF2N
Method: DFT, ωB97M-V with the def2-TZVPD basis set

## Properties
HOMO: -9.57 eV
electronic energy: -23722.66449 eV
gap between HOMO and LUMO: 0.37921 hartree
SMILES: C[C@@](N)(CF)[C@H](F)Cl
net charge: 0
relative energy (zero: lowest compared OMol25 entry of this formula, charge and spin): 64.61 kcal/mol
F_max: 0.10447 Eh/bohr

Atoms and positions in Å:
C: -1.14126 -0.60716 -0.46506
C: 0.05900 0.12531 0.00464
N: -0.20384 1.51496 0.08604
C: 0.27106 -0.59702 1.33705
F: -0.96495 -0.40999 2.13550
C: 1.27147 0.10583 -0.90807
F: 2.35123 0.58369 -0.10582
Cl: 1.00188 1.24880 -2.21769
H: -2.03882 -0.20492 0.23691
H: -0.97687 -1.81169 -0.35294
H: -1.47110 -0.57297 -1.63882
H: -0.93639 1.74766 -0.75010
H: -0.56405 1.81311 1.08820
H: 1.35407 -0.32745 1.74875
H: 0.25368 -1.72469 1.09915
H: 1.73491 -0.88348 -1.29774